1.
{
  "formula": "C23H33N4OPdSSi2",
  "method": "ωB97M-V with the def2-TZVPD basis set",
  "elements": ["Pd", "O", "N", "C", "C", "C", "C", "C", "S", "H", "H", "H", "H", "C", "Si", "C", "C", "N", "C", "C", "C", "C", "C", "C", "N", "Si", "C", "C", "C", "H", "H", "H", "H", "H", "H", "H", "H", "H", "H", "H", "H", "H", "H", "H", "H", "H", "H", "H", "H", "H", "H", "C", "C", "C", "C", "N", "C", "C", "H", "H", "H", "H", "H", "H", "H"],
  "positions_angstrom": [[0.8961, -0.1524, 0.2837], [0.8867, -0.0590, 2.2607], [2.0032, 0.4489, 2.8040], [1.8769, 0.9402, 4.0559], [2.9673, 1.3909, 4.7420], [4.2196, 1.3308, 4.1193], [4.3215, 0.8395, 2.8425], [3.1882, 0.3994, 2.1433], [3.2252, -0.1941, 0.5336], [0.8643, 0.9274, 4.4287], [2.8420, 1.7831, 5.7397], [5.1036, 1.6757, 4.6378], [5.2707, 0.7894, 2.3291], [0.8429, -3.6109, -0.8640], [-0.2741, -3.2569, 0.6068], [0.7263, -3.3718, 2.1889], [-1.5512, -4.6474, 0.6308], [-0.8962, -1.6601, 0.4406], [-2.0682, -1.0705, 0.5072], [-3.3117, -1.7550, 0.6944], [-4.5140, -1.1118, 0.6882], [-4.5699, 0.2865, 0.4888], [-3.4197, 1.0018, 0.3224], [-2.1254, 0.3990, 0.3474], [-0.9976, 1.0800, 0.2288], [-0.8004, 2.7960, 0.1065], [-1.5682, 3.7091, 1.5622], [-1.4839, 3.4428, -1.5230], [1.0385, 3.1762, 0.1498], [1.2966, -4.5981, -0.7438], [1.6500, -2.8819, -0.9570], [0.2773, -3.6216, -1.7991], [1.0763, -4.3978, 2.3315], [0.1215, -3.0945, 3.0543], [1.5926, -2.7095, 2.1616], [-1.0341, -5.6107, 0.6299], [-2.1990, -4.6224, -0.2481], [-2.1835, -4.6208, 1.5201], [-3.2762, -2.8253, 0.8340], [-5.4295, -1.6726, 0.8276], [-5.5278, 0.7908, 0.4677], [-3.4812, 2.0712, 0.1660], [-2.6521, 3.6123, 1.6212], [-1.3286, 4.7741, 1.5115], [-1.1529, 3.3203, 2.4951], [-2.5564, 3.2711, -1.6262], [-0.9893, 2.9380, -2.3575], [-1.3019, 4.5147, -1.6285], [1.4777, 2.8971, 1.1105], [1.2026, 4.2479, 0.0060], [1.5893, 2.6418, -0.6259], [0.6024, 0.1445, -6.0202], [0.6969, 0.0469, -4.5270], [1.8160, 0.4844, -3.8307], [1.8647, 0.3672, -2.4568], [0.8660, -0.1685, -1.7412], [-0.2217, -0.5892, -2.4021], [-0.3358, -0.4985, -3.7722], [1.4083, 0.7501, -6.4305], [-0.3498, 0.5824, -6.3201], [0.6615, -0.8492, -6.4676], [2.6560, 0.9262, -4.3499], [2.7188, 0.7155, -1.8928], [-1.0048, -1.0105, -1.7906], [-1.2424, -0.8524, -4.2453]],
  "forces_ev_per_angstrom": [[0.16, 0.31, -0.12], [0.02, 0.21, 0.12], [0.16, -0.09, -0.02], [0.01, -0.05, -0.08], [0.07, 0.03, -0.02], [-0.02, -0.01, 0.00], [0.04, 0.06, 0.08], [-0.24, -0.05, 0.07], [-0.15, -0.05, 0.02], [-0.01, -0.01, 0.00], [0.01, 0.00, 0.00], [0.00, 0.01, 0.00], [0.01, 0.00, 0.00], [-0.03, 0.00, 0.06], [-0.08, -0.15, 0.04], [-0.04, -0.02, -0.08], [0.07, 0.02, 0.01], [-0.13, -0.12, 0.00], [0.02, -0.03, -0.01], [-0.06, -0.06, 0.03], [0.04, -0.04, 0.00], [0.03, 0.03, 0.00], [-0.07, 0.08, 0.00], [-0.03, 0.04, 0.00], [0.10, -0.26, -0.03], [0.11, 0.07, 0.03], [0.02, -0.03, -0.05], [0.02, -0.03, 0.03], [-0.09, 0.03, -0.02], [0.01, -0.01, -0.01], [-0.01, 0.02, 0.03], [-0.01, 0.01, -0.01], [0.02, 0.00, 0.01], [-0.02, 0.01, 0.00], [0.00, 0.01, -0.03], [0.02, -0.01, -0.01], [-0.01, 0.01, -0.01], [0.00, 0.01, 0.02], [-0.01, -0.01, 0.01], [0.00, -0.01, 0.00], [0.00, 0.00, 0.00], [0.00, 0.00, 0.01], [-0.01, -0.01, -0.02], [0.01, 0.01, -0.02], [0.01, -0.02, 0.00], [-0.01, 0.00, 0.01], [0.01, -0.01, 0.00], [0.00, 0.02, 0.01], [-0.01, -0.02, 0.02], [0.00, 0.01, 0.00], [-0.01, 0.01, -0.02], [0.00, 0.00, 0.00], [-0.01, -0.01, 0.03], [0.01, 0.01, -0.06], [-0.09, -0.07, 0.14], [0.12, 0.17, -0.27], [0.04, -0.02, 0.16], [0.01, 0.00, -0.07], [0.00, 0.00, 0.00], [0.00, 0.00, 0.00], [0.00, 0.00, 0.00], [0.00, 0.00, 0.00], [0.01, 0.00, -0.01], [-0.02, 0.00, 0.02], [0.00, 0.00, 0.00]],
  "lowdin_charge": [0.77, -0.27, -0.18, -0.02, -0.05, -0.06, -0.08, -0.65, 0.68, 0.14, 0.11, 0.11, 0.11, -0.18, 0.39, -0.17, -0.19, -0.08, -0.31, -0.04, -0.10, -0.10, -0.06, -0.31, -0.08, 0.39, -0.17, -0.17, -0.18, 0.03, 0.00, 0.02, 0.03, 0.03, 0.01, 0.03, 0.03, 0.02, 0.07, 0.10, 0.10, 0.07, 0.02, 0.03, 0.03, 0.02, 0.02, 0.03, 0.02, 0.03, 0.00, -0.04, -0.26, -0.01, -0.13, -0.08, -0.10, 0.00, 0.08, 0.09, 0.09, 0.12, 0.06, 0.10, 0.12],
  "total_charge": 0,
  "multiplicity": 2,
  "de_lowest_kcal_mol": 0.00,
  "lumo_ev": [0.2622, -0.3098],
  "energy_ha": -2295.61062,
  "gap_ev": [6.40, 6.73],
  "s2": 0.77,
  "mol_weight_g_mol": 576.20
}



2.
{
  "formula": "C23H34As2N2O2S2SbTi",
  "method": "ωB97M-V with the def2-TZVPD basis set",
  "elements": ["Ti", "O", "C", "C", "C", "C", "C", "C", "C", "O", "N", "N", "C", "S", "C", "C", "S", "H", "H", "H", "H", "H", "H", "H", "H", "H", "C", "As", "C", "C", "C", "C", "C", "C", "C", "As", "C", "C", "H", "H", "H", "H", "H", "H", "H", "H", "H", "H", "H", "H", "H", "H", "H", "H", "C", "Sb", "C", "C", "H", "H", "H", "H", "H", "H", "H", "H", "H"],
  "positions_angstrom": [[-0.1447, -0.0098, -0.0659], [-2.2731, -3.4845, 3.5076], [-1.7162, -2.5380, 4.2809], [-1.7182, -2.6218, 5.6711], [-1.1356, -1.6259, 6.4257], [-0.5360, -0.5207, 5.8165], [-0.5271, -0.4284, 4.4476], [-1.1129, -1.4296, 3.6517], [-1.0927, -1.3109, 2.2163], [-0.4673, -0.2011, 1.6970], [-1.5684, -2.1095, 1.3289], [-1.3382, -1.6204, 0.0275], [-1.9614, -2.4409, -0.8374], [-2.0141, -2.1222, -2.5288], [-2.5890, -3.7950, -2.9749], [-3.5239, -4.2456, -1.8749], [-2.8099, -3.7942, -0.2610], [-2.6510, -4.1828, 4.0587], [-2.1816, -3.4746, 6.1523], [-1.1468, -1.7067, 7.5044], [-0.0865, 0.2541, 6.4206], [-0.0687, 0.4270, 3.9706], [-1.7144, -4.4370, -3.0665], [-3.0915, -3.7204, -3.9378], [-3.6501, -5.3278, -1.8826], [-4.5043, -3.7759, -1.9493], [-0.2324, 0.4843, -4.3139], [0.6409, -0.0110, -2.6610], [1.8243, -1.4520, -3.1998], [1.7474, 1.5412, -2.2141], [1.7819, 2.6276, -3.0891], [2.5235, 3.7604, -2.7832], [3.2236, 3.8364, -1.5874], [3.1858, 2.7733, -0.6994], [2.4637, 1.6200, -1.0072], [2.4531, 0.1257, 0.2136], [3.9187, -1.0735, -0.1838], [2.8041, 0.8390, 1.9749], [-0.7968, -0.3788, -4.6585], [0.5279, 0.7254, -5.0557], [-0.9048, 1.3272, -4.1801], [2.7193, -1.0484, -3.6704], [1.2842, -2.0581, -3.9263], [2.0816, -2.0798, -2.3511], [1.2465, 2.6011, -4.0291], [2.5577, 4.5840, -3.4842], [3.8065, 4.7168, -1.3528], [3.7426, 2.8433, 0.2269], [4.8458, -0.5293, -0.0050], [3.8806, -1.3920, -1.2204], [3.8635, -1.9334, 0.4812], [3.8167, 1.2375, 2.0209], [2.7039, 0.0261, 2.6927], [2.0853, 1.6223, 2.2085], [-0.5788, 4.1455, -0.2358], [-1.6777, 2.3433, -0.2159], [-2.9563, 2.4459, 1.4588], [-2.9344, 2.4272, -1.9123], [-1.2846, 4.9724, -0.3031], [0.0871, 4.1580, -1.0963], [0.0009, 4.2428, 0.6799], [-3.5694, 3.3419, 1.3733], [-2.3614, 2.4938, 2.3685], [-3.5972, 1.5670, 1.4866], [-3.5217, 3.3433, -1.8643], [-3.6056, 1.5707, -1.9199], [-2.3383, 2.4371, -2.8216]],
  "forces_ev_per_angstrom": [[-0.33, -0.04, 0.54], [-0.04, -0.06, 0.01], [0.04, 0.07, 0.01], [0.01, 0.03, -0.04], [-0.01, -0.02, 0.00], [0.02, 0.04, 0.03], [0.00, 0.01, 0.02], [-0.18, -0.27, 0.01], [0.15, 0.20, -0.12], [0.32, 0.18, -0.60], [-0.05, 0.07, 0.19], [0.03, -0.32, 0.07], [-0.13, 0.12, -0.20], [0.07, -0.06, -0.01], [0.01, 0.02, 0.03], [-0.04, 0.02, 0.03], [0.10, -0.01, -0.05], [0.01, 0.01, 0.00], [0.00, 0.00, 0.00], [0.00, 0.01, 0.00], [0.00, 0.00, 0.00], [0.00, 0.00, -0.01], [0.00, 0.01, 0.00], [-0.01, 0.00, 0.00], [0.00, 0.00, 0.01], [0.00, 0.01, 0.01], [0.00, -0.05, 0.04], [0.18, 0.06, 0.31], [-0.05, 0.00, -0.14], [-0.04, 0.04, -0.25], [-0.01, 0.00, 0.00], [-0.02, 0.00, -0.02], [0.01, 0.01, 0.00], [0.03, -0.01, 0.06], [0.08, 0.05, 0.03], [-0.10, -0.10, 0.03], [-0.01, 0.05, 0.02], [0.06, -0.02, -0.03], [-0.02, 0.01, -0.01], [0.01, -0.02, 0.02], [0.02, 0.00, 0.02], [0.00, 0.01, 0.02], [0.02, -0.01, 0.00], [0.01, 0.01, 0.01], [0.01, -0.02, 0.02], [0.00, 0.00, -0.01], [0.00, 0.00, 0.01], [0.00, -0.01, 0.00], [-0.02, 0.02, 0.01], [-0.01, -0.01, -0.01], [-0.03, 0.00, -0.01], [0.00, -0.01, -0.01], [0.00, 0.00, 0.00], [0.00, 0.00, 0.00], [0.05, 0.06, 0.00], [-0.04, -0.06, -0.04], [-0.06, 0.03, 0.03], [-0.06, 0.03, -0.05], [-0.01, -0.02, -0.01], [0.00, -0.02, -0.01], [-0.01, -0.03, 0.01], [0.01, 0.00, -0.01], [0.02, -0.01, -0.01], [0.01, -0.01, -0.02], [0.01, 0.00, 0.03], [0.02, -0.01, 0.01], [0.01, 0.02, 0.02]],
  "lowdin_charge": [0.64, 0.09, -0.24, 0.02, -0.02, -0.05, -0.02, -0.09, -0.31, -0.25, 0.04, -0.21, -0.88, 0.95, -0.44, -0.44, 1.12, 0.14, 0.13, 0.13, 0.12, 0.11, 0.10, 0.10, 0.10, 0.10, -0.25, 1.06, -0.25, -0.43, -0.09, -0.03, -0.02, -0.07, -0.43, 1.15, -0.21, -0.24, 0.03, 0.06, 0.03, 0.06, 0.04, 0.02, 0.10, 0.13, 0.13, 0.11, 0.06, 0.02, 0.06, 0.05, 0.05, 0.04, -0.25, 1.38, -0.26, -0.26, 0.04, 0.00, 0.03, 0.04, 0.03, 0.03, 0.04, 0.03, 0.00],
  "total_charge": 3,
  "de_lowest_kcal_mol": 11.79,
  "lumo_ev": -10.2681,
  "energy_ha": -7513.49095,
  "gap_ev": 5.35,
  "mol_weight_g_mol": 754.14
}



3.
{
  "formula": "C23H34F9I2NO7S",
  "method": "ωB97M-V with the def2-TZVPD basis set",
  "elements": ["C", "C", "C", "C", "C", "C", "C", "C", "N", "C", "C", "F", "F", "F", "C", "C", "I", "C", "C", "I", "C", "O", "S", "O", "O", "H", "H", "H", "H", "H", "H", "H", "H", "H", "H", "H", "H", "H", "H", "H", "H", "H", "H", "H", "H", "H", "H", "H", "H", "C", "C", "O", "C", "O", "C", "F", "F", "F", "H", "H", "H", "H", "H", "C", "C", "O", "C", "O", "C", "F", "F", "F", "H", "H", "H", "H", "H"],
  "positions_angstrom": [[1.1103, -3.8554, 2.1477], [1.6332, -3.1647, 0.8981], [1.6612, -1.4952, 0.7502], [0.1690, -1.1529, 0.1658], [-0.6696, 0.0497, 0.8438], [-2.0033, -0.5663, 1.5960], [-3.0281, 0.5727, 2.1884], [-3.9812, 1.0988, 0.9497], [-3.3563, 2.3506, 0.3696], [2.8157, -0.9430, -0.2869], [4.1088, -1.9851, -0.4903], [3.7806, -3.0964, -1.4639], [4.6910, -2.4709, 0.7800], [5.2702, -1.3055, -1.1872], [3.2764, 0.6088, -0.0462], [2.1608, 1.7656, -0.3173], [1.1359, 1.6993, -2.2458], [2.9982, 3.2175, -0.3206], [2.8302, 4.0549, 1.0875], [1.9892, 4.4835, -1.8587], [3.7653, 0.8104, 1.5419], [2.6370, 0.7709, 2.4846], [2.0534, -0.8684, 2.4635], [0.8414, -0.9389, 3.4736], [3.1885, -1.6736, 3.2103], [0.1377, -3.3487, 2.6187], [1.6018, -4.8072, 2.6194], [1.9134, -3.9054, 0.0380], [-0.5320, -2.1188, 0.2542], [0.1713, -0.9364, -1.0102], [-0.1299, 0.7480, 1.5965], [-1.0946, 0.7551, -0.0209], [-2.6026, -1.1750, 0.7628], [-1.7454, -1.3367, 2.4376], [-3.7559, 0.0035, 2.9362], [-2.4799, 1.4237, 2.7763], [-4.0779, 0.2855, 0.0811], [-5.0981, 1.2568, 1.3345], [-3.9640, 2.7213, -0.4118], [-3.3869, 3.0528, 1.1604], [2.3073, -0.9693, -1.3680], [4.2325, 0.9404, -0.6795], [1.3580, 1.9115, 0.5217], [4.0973, 3.1111, -0.7018], [2.0657, 3.5271, 1.8307], [3.8702, 4.0574, 1.6728], [2.4190, 5.1557, 0.9400], [4.3935, 1.8196, 1.6530], [4.5673, -0.0531, 1.7101], [-2.3276, 7.9028, -7.3560], [-0.8705, 7.4872, -7.2813], [-0.4662, 7.3052, -5.9153], [-0.7937, 6.1023, -5.3438], [-1.3986, 5.2087, -5.9298], [-0.2636, 6.0250, -3.9127], [-0.5006, 7.1643, -3.2005], [1.0854, 5.8281, -3.8755], [-0.8167, 5.0083, -3.1929], [-2.5056, 8.7923, -6.7432], [-2.6156, 8.1196, -8.3884], [-2.9832, 7.1154, -6.9714], [-0.2405, 8.2817, -7.6953], [-0.6759, 6.5830, -7.8699], [-2.1199, -8.3420, 5.1239], [-1.2272, -8.5874, 3.9222], [-1.9034, -8.2256, 2.7079], [-1.8958, -6.8923, 2.3868], [-1.3568, -6.0269, 3.0713], [-2.6045, -6.6564, 1.0538], [-3.7823, -7.3378, 0.9550], [-1.8461, -7.0540, -0.0077], [-2.9076, -5.3456, 0.8351], [-3.0762, -8.8614, 5.0049], [-1.6381, -8.6912, 6.0414], [-2.3480, -7.2776, 5.2357], [-0.9946, -9.6552, 3.8495], [-0.2725, -8.0559, 4.0108]],
  "forces_ev_per_angstrom": [[0.28, 2.96, -3.37], [-0.94, -2.45, 3.83], [-0.90, -1.97, -2.24], [-1.61, 0.23, -0.46], [-1.80, 0.54, -0.16], [-0.23, -0.07, -0.37], [-0.91, -1.52, -0.65], [-0.43, -0.38, 0.26], [-1.53, 0.19, 0.70], [0.09, -0.41, -1.82], [2.21, -0.18, -0.61], [1.02, 3.30, 3.62], [-2.04, 1.12, -4.48], [-3.63, -1.92, 2.19], [0.51, 0.92, 1.22], [1.16, 1.37, 0.85], [-0.50, -3.81, 0.51], [-0.89, 0.38, 0.27], [0.30, -0.31, 1.02], [2.48, 1.97, 2.20], [2.15, -0.15, -1.70], [0.08, -2.47, -2.13], [0.30, -2.72, 9.75], [3.50, 1.20, -5.01], [-3.27, 3.00, -4.23], [2.96, -0.91, -0.19], [-1.54, 1.55, -1.68], [0.57, 2.09, 1.66], [1.89, 2.04, 0.09], [0.64, -0.48, 2.64], [-0.61, -1.45, -1.27], [1.00, -1.46, 1.89], [1.23, 1.24, 1.81], [-0.10, 1.56, -1.55], [1.62, 1.28, -1.41], [-1.06, -1.50, -1.31], [0.46, 1.66, 2.01], [2.27, -0.20, -0.65], [0.88, -0.47, 1.30], [0.04, -0.83, -1.45], [1.13, -0.02, 2.36], [-2.19, -1.31, 1.14], [1.48, -0.78, -1.76], [-2.11, 0.13, 0.90], [1.57, 0.90, -1.75], [-2.26, 0.25, -1.32], [1.19, -2.42, 0.18], [-1.92, -2.10, -0.03], [-1.93, 1.68, 0.15], [-0.25, -0.10, 0.28], [-0.30, 0.15, -0.78], [0.00, -1.56, 1.33], [-1.13, -0.24, -3.15], [1.48, 1.82, 1.90], [0.17, 0.01, 2.50], [0.07, -0.90, -1.01], [-1.23, 0.67, -1.26], [0.24, 0.94, -1.29], [0.11, -0.04, -0.17], [0.09, -0.03, 0.12], [0.13, 0.04, -0.16], [0.04, -0.16, 0.41], [-0.07, 0.05, 0.33], [-0.27, 0.27, 0.00], [0.32, -0.21, 0.74], [-0.17, 1.69, -1.08], [1.72, -0.16, 2.78], [-1.44, -1.67, -1.99], [-1.36, 0.56, -2.22], [1.09, 0.44, 0.49], [-0.26, 0.20, 1.18], [0.56, -1.21, 0.68], [0.20, -0.07, 0.02], [-0.03, 0.02, -0.15], [0.16, -0.13, 0.01], [-0.19, 0.23, -0.32], [-0.29, 0.08, -0.15]],
  "lowdin_charge": [0.02, -0.10, -0.34, -0.16, -0.22, -0.22, -0.19, -0.30, -0.06, -0.12, -0.17, -0.01, 0.02, -0.02, -0.24, -0.66, 0.78, -0.68, -0.20, 0.89, -0.18, -0.26, 0.89, -0.35, -0.35, 0.09, 0.09, 0.12, 0.13, 0.09, 0.10, 0.10, 0.11, 0.11, 0.11, 0.12, 0.12, 0.11, 0.07, 0.07, 0.13, 0.16, 0.08, 0.09, 0.09, 0.09, 0.05, 0.14, 0.14, -0.06, -0.21, 0.01, -0.32, 0.15, -0.50, 0.14, -0.07, 0.09, 0.08, 0.08, 0.08, 0.13, 0.13, -0.06, -0.21, 0.01, -0.32, 0.13, -0.47, 0.14, 0.14, 0.14, 0.08, 0.08, 0.08, 0.13, 0.13],
  "total_charge": 0,
  "lumo_ev": -0.0886,
  "energy_ha": -3370.13382,
  "gap_ev": 7.51,
  "mol_weight_g_mol": 893.38
}